# 1
The following is a DFT calculation (the ωB97M-V functional and the def2-TZVPD basis) of an isolated molecule of C6H9N in a non-equilibrium geometry.

Cartesian coordinates (Å):
C -1.259 1.585 -0.043
C -0.104 0.728 0.115
C 1.140 0.992 0.058
C 1.905 -0.151 0.030
C 0.981 -1.207 -0.011
N -0.245 -0.595 -0.131
C -1.601 -1.313 0.058
H -2.080 1.041 -0.686
H -0.816 2.630 -0.488
H -1.747 1.663 0.891
H 1.634 1.979 -0.096
H 2.923 -0.220 -0.055
H 0.976 -2.208 -0.123
H -1.246 -2.327 -0.107
H -2.237 -1.083 -0.702
H -2.057 -1.122 1.037

Results
Spin multiplicity ... 1
Structure (SMILES) ... Cc1cccn1C
Orbital gap ... 8.83 eV
E ... -288.7032 Eh
Total charge ... 0

Atom charges from the natural (NBO) analysis, given in e for atoms 1 to 4: atom 1 (C): -0.619, atom 2 (C): 0.081, atom 3 (C): -0.275, atom 4 (C): -0.290


# 2
The following is a DFT calculation (the ωB97M-V functional and the def2-TZVPD basis) of a cluster of 2 separate species, C4H4 in total in a non-equilibrium geometry.

Cartesian coordinates (Å):
C 1.469 0.459 -0.003
C 2.569 -0.034 0.080
C -2.029 -0.222 0.029
C -1.471 0.958 0.076
H 3.644 -0.284 -0.186
H -1.366 -1.067 0.154
H -3.052 -0.551 -0.168
H 0.235 0.741 0.019

Results
Spin multiplicity ... 1
Orbital gap ... 9.11 eV
E ... -154.5482 Eh
Total charge ... 0

Atom charges from the natural (NBO) analysis, given in e for atoms 1 to 4: atom 1 (C): -0.222, atom 2 (C): -0.296, atom 3 (C): -0.771, atom 4 (C): 0.234


# 3
The following is a DFT calculation (the ωB97M-V functional and the def2-TZVPD basis) of an isolated molecule of C9H10N2OS in a non-equilibrium geometry.

Cartesian coordinates (Å):
N 3.554 -0.788 -1.083
C 2.268 -0.794 -0.826
S 1.606 0.028 0.735
O 2.199 -0.708 1.778
N 1.215 1.820 1.370
C 0.430 2.501 0.716
C -0.391 1.876 -0.474
C -0.901 0.525 -0.019
C -2.300 0.300 -0.020
C -2.896 -0.792 0.515
C -2.031 -1.816 1.053
C -0.652 -1.569 1.116
C -0.123 -0.380 0.662
H 4.054 -0.100 -1.708
H 4.117 -1.024 -0.211
H 1.763 -0.468 -1.742
H 0.247 3.558 0.827
H 0.289 1.764 -1.252
H -1.182 2.563 -0.865
H -2.955 0.937 -0.564
H -3.951 -0.752 0.808
H -2.376 -2.797 1.149
H -0.172 -2.262 1.744

Results
Spin multiplicity ... 1
Structure (SMILES) ... NC=[S@@]1(=O)N=CCc2ccccc21
Orbital gap ... 7.77 eV
E ... -931.6979 Eh
Total charge ... 0

Atom charges from the natural (NBO) analysis, given in e for atoms 1 to 4: atom 1 (N): -0.764, atom 2 (C): -0.305, atom 3 (S): 1.630, atom 4 (O): -0.945


# 4
The following is a DFT calculation (the ωB97M-V functional and the def2-TZVPD basis) of a structure of composition C16H35FGaO14S in a non-equilibrium geometry.

Cartesian coordinates (Å):
O 3.949 6.503 -1.411
S 2.648 5.644 -1.169
O 1.557 6.061 -2.230
F 2.171 5.958 0.449
Ga 3.259 3.447 -1.578
H 2.666 3.091 -3.042
H 2.781 2.414 -0.434
H 4.864 3.372 -1.630
C 5.578 5.765 3.974
C 4.448 5.286 3.079
O 4.488 3.862 2.916
C 4.046 3.138 3.971
O 3.619 3.585 5.025
O 4.186 1.822 3.668
C 3.851 0.946 4.743
H 6.544 5.413 3.598
H 5.593 6.858 4.027
H 5.474 5.376 4.992
H 4.569 5.723 2.082
H 3.469 5.605 3.454
H 2.846 1.150 5.125
H 4.594 1.036 5.541
H 3.873 -0.079 4.363
C -1.458 5.612 -1.953
C -2.588 5.132 -2.848
O -2.548 3.708 -3.011
C -2.990 2.984 -1.956
O -3.417 3.431 -0.902
O -2.850 1.668 -2.259
C -3.185 0.792 -1.185
H -0.492 5.259 -2.330
H -1.443 6.704 -1.901
H -1.562 5.222 -0.936
H -2.467 5.569 -3.846
H -3.567 5.451 -2.473
H -4.190 0.997 -0.803
H -2.442 0.882 -0.386
H -3.163 -0.233 -1.564
C -0.242 -4.200 -0.669
C 0.680 -3.300 -1.473
O 0.807 -2.011 -0.859
C 1.604 -1.958 0.234
O 2.215 -2.894 0.728
O 1.585 -0.687 0.710
C 2.305 -0.518 1.929
H -1.210 -3.715 -0.508
H -0.402 -5.151 -1.186
H 0.173 -4.415 0.320
H 0.247 -3.136 -2.467
H 1.665 -3.756 -1.623
H 3.334 -0.881 1.837
H 1.785 -1.032 2.743
H 2.337 0.551 2.158
C -4.632 -8.614 0.333
C -4.310 -8.976 -1.106
O -5.036 -8.146 -2.023
C -4.569 -6.884 -2.168
O -3.598 -6.404 -1.602
O -5.385 -6.229 -3.033
C -5.062 -4.849 -3.194
H -5.713 -8.645 0.505
H -4.141 -9.304 1.025
H -4.303 -7.599 0.573
H -4.623 -10.009 -1.297
H -3.234 -8.924 -1.308
H -4.013 -4.716 -3.476
H -5.288 -4.304 -2.272
H -5.688 -4.447 -3.996

Results
Spin multiplicity ... 1
Orbital gap ... 7.84 eV
E ... -4106.8781 Eh
Total charge ... -1

Atom charges from the natural (NBO) analysis, given in e for atoms 1 to 4: atom 1 (O): -0.913, atom 2 (S): 1.761, atom 3 (O): -0.913, atom 4 (F): -0.543


# 5
The following is a DFT calculation (the ωB97M-V functional and the def2-TZVPD basis) of a cluster of 2 separate species, C7H13NO in total in a non-equilibrium geometry.

Cartesian coordinates (Å):
C -0.844 2.155 0.199
C -0.150 1.062 -0.246
C 0.338 1.029 -1.681
C 1.068 0.594 0.690
N 0.880 0.771 2.026
O 2.125 0.192 0.246
H -1.807 2.419 -0.212
H -0.568 2.753 1.053
H 1.278 1.558 -1.787
H 0.518 -0.005 -1.978
H -0.404 1.466 -2.346
H 1.617 0.472 2.645
H 0.029 1.172 2.378
C -1.436 -0.703 -0.087
C -0.519 -1.605 0.419
C 0.388 -2.443 -0.411
H -2.234 -0.374 0.565
H -1.764 -0.830 -1.112
H -0.419 -1.711 1.492
H 0.458 -3.455 -0.005
H 0.049 -2.493 -1.446
H 1.397 -2.021 -0.403

Results
Spin multiplicity ... 1
Structure (SMILES) ... C=C(C)C(N)=O.C=CC
Orbital gap (spin up / spin down) ... 8.09 / 8.09 eV
E ... -404.4148 Eh
Total charge ... 0

Atom charges from the natural (NBO) analysis, given in e for atoms 1 to 4: atom 1 (C): -0.450, atom 2 (C): -0.046, atom 3 (C): -0.630, atom 4 (C): 0.664


# 6
The following is a DFT calculation (the ωB97M-V functional and the def2-TZVPD basis) of a structure of composition C3H4LiNdO4 in a non-equilibrium geometry.

Cartesian coordinates (Å):
O 0.294 -0.906 1.887
C -0.930 -0.652 1.760
C -0.045 -0.076 -1.080
O -1.827 -1.452 1.521
O -1.250 0.563 1.126
C -0.599 1.115 0.092
H -0.979 -0.651 -1.103
H -0.133 0.135 -2.159
H -1.283 1.723 -0.509
H 0.287 1.690 0.383
O 1.449 -0.370 -0.861
Li 2.747 0.469 -2.054
Nd 2.268 -1.589 1.000

Results
Spin multiplicity ... 5
Orbital gap (spin up / spin down) ... 6.45 / 6.71 eV
E ... -985.3288 Eh
Total charge ... +3

Atom charges from the Mulliken analysis, given in e for atoms 1 to 4: atom 1 (O): -0.662, atom 2 (C): 0.758, atom 3 (C): -0.445, atom 4 (O): -0.124


# 7
The following is a DFT calculation (the ωB97M-V functional and the def2-TZVPD basis) of the ion CH3O3S2 with charge -1 in a non-equilibrium geometry.

Cartesian coordinates (Å):
C -0.098 -0.010 -0.101
S -0.418 1.927 -0.275
O -1.743 2.020 0.263
O -0.320 2.199 -1.700
S 0.765 3.623 0.534
O 0.387 3.708 1.992
H -0.308 -0.460 0.842
H 0.871 -0.237 -0.484
H -0.777 -0.388 -0.839

Results
Spin multiplicity ... 1
Structure (SMILES) ... CS(=O)(=O)S[O-]
Orbital gap ... 6.62 eV
E ... -1061.9909 Eh
Total charge ... -1

Atom charges from the natural (NBO) analysis, given in e for atoms 1 to 4: atom 1 (C): -0.813, atom 2 (S): 1.783, atom 3 (O): -0.997, atom 4 (O): -1.016


# 8
The following is a DFT calculation (the ωB97M-V functional and the def2-TZVPD basis) of a structure of composition C38H52Br2N3O4PSSiTi in a non-equilibrium geometry.

Cartesian coordinates (Å):
Ti -0.245 0.773 0.620
C 5.597 4.086 -0.777
O 5.717 3.646 0.546
C 4.565 3.111 1.129
C 4.488 3.157 2.520
C 3.371 2.683 3.170
C 2.276 2.120 2.468
C 1.101 1.662 3.089
C 0.914 1.841 4.584
O 0.115 1.089 2.464
C 2.381 2.041 1.031
O 1.431 1.526 0.318
C 3.519 2.559 0.401
H 6.469 4.712 -0.979
H 4.689 4.683 -0.921
H 5.586 3.254 -1.493
H 5.317 3.571 3.078
H 3.337 2.738 4.248
H 0.977 2.896 4.850
H 1.682 1.305 5.144
H -0.066 1.462 4.862
H 3.550 2.505 -0.679
C -3.933 2.168 -5.606
Si -3.146 0.575 -4.869
C -4.551 -0.562 -4.281
C -2.373 -0.377 -6.362
C -1.676 1.047 -3.793
C -0.579 1.608 -4.404
C 0.571 1.867 -3.663
C 0.572 1.509 -2.329
N -0.475 1.014 -1.677
C -1.629 0.824 -2.381
S -3.018 0.347 -1.576
H -4.700 1.923 -6.335
H -3.190 2.787 -6.101
H -4.393 2.769 -4.828
H -5.166 -0.896 -5.114
H -5.182 -0.057 -3.561
H -4.144 -1.434 -3.783
H -3.130 -0.666 -7.085
H -1.881 -1.283 -6.019
H -1.629 0.215 -6.886
H -0.605 1.840 -5.462
H 1.446 2.309 -4.118
H 1.475 1.635 -1.745
Br -4.362 -0.727 2.872
C -3.868 1.035 2.364
C -4.672 2.090 2.741
C -4.300 3.375 2.375
Br -5.452 4.813 2.919
C -3.129 3.658 1.653
C -2.666 4.931 1.275
C -1.449 5.027 0.587
C -0.742 3.893 0.277
N -1.159 2.652 0.609
C -2.328 2.540 1.293
C -2.684 1.203 1.626
O -1.915 0.234 1.234
H -5.573 1.912 3.312
H -3.234 5.815 1.519
H -1.068 5.999 0.305
H 0.207 3.945 -0.244
C -0.350 -5.128 -0.228
C -0.226 -3.640 -0.551
C -1.602 -3.023 -0.817
C 0.575 -3.487 -1.845
P 0.648 -2.445 0.730
N 0.362 -1.000 0.359
C 0.044 -2.997 2.503
C 0.508 -4.347 3.048
C -1.479 -2.969 2.388
C 0.399 -1.889 3.496
C 2.587 -2.725 0.635
C 3.073 -1.957 -0.598
C 3.118 -4.155 0.646
C 3.133 -1.965 1.845
H -0.755 -5.651 -1.099
H -1.020 -5.310 0.608
H 0.619 -5.565 0.006
H -1.963 -3.300 -1.810
H -1.523 -1.931 -0.774
H -2.351 -3.334 -0.095
H 0.026 -3.915 -2.690
H 1.534 -3.999 -1.784
H 0.733 -2.427 -2.037
H 0.339 -5.149 2.338
H -0.055 -4.578 3.954
H 1.565 -4.334 3.307
H -1.879 -3.849 1.888
H -1.770 -2.071 1.842
H -1.930 -2.924 3.381
H 1.423 -1.955 3.861
H -0.262 -1.947 4.364
H 0.248 -0.918 3.016
H 3.035 -2.553 -1.507
H 4.105 -1.627 -0.460
H 2.444 -1.070 -0.720
H 2.746 -4.731 -0.197
H 2.829 -4.670 1.558
H 4.210 -4.142 0.596
H 2.585 -1.027 1.957
H 4.189 -1.724 1.709
H 3.045 -2.549 2.758

Results
Spin multiplicity ... 3
Orbital gap (spin up / spin down) ... 3.83 / 5.82 eV
E ... -8971.1760 Eh
Total charge ... -2

Atom charges from the Mulliken analysis, given in e for atoms 1 to 4: atom 1 (Ti): -1.678, atom 2 (C): -0.785, atom 3 (O): -0.509, atom 4 (C): 0.521


# 9
The following is a DFT calculation (the ωB97M-V functional and the def2-TZVPD basis) of a cluster of 2 separate species, C5H6N in total in a non-equilibrium geometry.

Cartesian coordinates (Å):
C 2.369 -1.898 -0.305
C -2.422 -1.134 -0.100
C -1.222 -0.735 -0.020
C 0.960 0.077 -0.185
C 0.847 1.516 -0.105
N 1.739 -0.908 -0.018
H 3.075 -2.434 0.158
H -2.780 -1.936 0.473
H -3.279 -0.558 -0.525
H -0.168 1.909 -0.179
H 1.476 2.002 -0.817
H 1.197 2.052 0.755

Results
Spin multiplicity ... 1
Orbital gap (spin up / spin down) ... 7.04 / 7.01 eV
E ... -248.2788 Eh
Total charge ... +1

Atom charges from the natural (NBO) analysis, given in e for atoms 1 to 4: atom 1 (C): 0.267, atom 2 (C): -0.718, atom 3 (C): 0.343, atom 4 (C): 0.511